# 1
Density functional theory data (wB97M-V/def2-TZVPD) for a cluster of 8 separate species, C47H69F18N9O14S6 in total in a non-equilibrium geometry.

CARTESIAN COORDINATES (ANGSTROEM)
C: -1.709 0.605 -0.219
C: -0.885 0.945 -1.446
C: -1.705 1.884 -2.321
O: 0.342 1.457 -1.123
H: -1.139 -0.006 0.495
H: -2.679 0.180 -0.424
H: -1.862 1.547 0.344
H: -0.834 0.028 -2.082
H: -1.902 2.839 -1.813
H: -2.720 1.519 -2.527
H: -1.292 2.083 -3.314
C: -3.294 4.652 0.564
C: -2.286 5.204 -0.437
C: -0.871 4.781 -0.211
N: 0.171 5.390 -1.174
C: 0.170 6.884 -1.015
C: 1.269 7.532 -1.847
C: 2.620 6.930 -1.541
C: 2.630 5.403 -1.590
C: 1.473 4.836 -0.783
C: -0.173 4.990 -2.556
H: -4.288 4.978 0.233
H: -3.105 5.011 1.573
H: -3.492 3.578 0.515
H: -2.344 6.290 -0.471
H: -2.621 4.823 -1.408
H: -0.624 3.719 -0.360
H: -0.504 5.084 0.775
H: 0.416 7.057 0.035
H: -0.823 7.235 -1.258
H: 1.295 8.576 -1.534
H: 1.025 7.510 -2.908
H: 2.913 7.257 -0.538
H: 3.351 7.317 -2.248
H: 3.557 4.971 -1.222
H: 2.464 5.096 -2.630
H: 1.612 5.107 0.272
H: 1.342 3.747 -0.799
H: 0.539 5.403 -3.254
H: -1.208 5.279 -2.680
H: -0.114 3.900 -2.590
C: -5.536 -3.039 2.606
N: -4.076 -3.056 2.711
C: -3.371 -3.171 1.571
C: -2.017 -3.273 1.623
C: -1.384 -3.192 2.857
C: -2.168 -3.127 4.004
C: -3.499 -3.019 3.916
C: 0.083 -3.276 2.980
C: 0.898 -2.450 2.234
C: 2.220 -2.711 2.199
N: 2.766 -3.578 3.052
C: 2.013 -4.243 3.936
C: 0.671 -4.159 3.873
C: 4.225 -3.841 2.931
H: -5.892 -4.049 2.425
H: -5.872 -2.310 1.880
H: -5.968 -2.749 3.564
H: -3.947 -3.182 0.662
H: -1.416 -3.549 0.762
H: -1.703 -3.195 4.980
H: -4.205 -3.005 4.726
H: 0.511 -1.744 1.518
H: 2.850 -2.310 1.422
H: 2.577 -4.876 4.603
H: 0.080 -4.876 4.427
H: 4.474 -3.782 1.876
H: 4.373 -4.864 3.252
H: 4.734 -3.068 3.497
C: 0.211 -0.194 -5.468
N: 1.472 0.420 -4.889
C: 2.384 0.907 -5.757
C: 3.664 1.092 -5.347
C: 3.968 0.945 -3.998
C: 2.991 0.527 -3.102
C: 1.778 0.154 -3.628
C: 5.384 1.025 -3.548
C: 6.424 0.429 -4.255
C: 7.680 0.346 -3.717
N: 7.953 0.874 -2.524
C: 7.000 1.532 -1.828
C: 5.714 1.587 -2.321
C: 9.261 0.523 -1.847
H: -0.296 -0.774 -4.703
H: 0.544 -0.954 -6.179
H: -0.397 0.545 -5.972
H: 2.023 1.097 -6.757
H: 4.365 1.427 -6.100
H: 3.238 0.351 -2.069
H: 1.001 -0.253 -2.987
H: 6.289 -0.005 -5.237
H: 8.484 -0.116 -4.268
H: 7.253 1.793 -0.809
H: 4.968 2.036 -1.675
H: 9.883 0.014 -2.567
H: 9.016 -0.135 -1.021
H: 9.695 1.463 -1.524
C: 1.401 2.151 4.687
N: 0.571 2.195 3.450
C: -0.103 0.891 3.392
C: -0.437 3.250 3.670
C: 1.315 2.502 2.207
C: 2.203 1.358 1.744
O: 1.464 0.362 1.071
H: 0.701 1.987 5.501
H: 1.863 3.130 4.736
H: 2.056 1.290 4.672
H: 0.656 0.113 3.464
H: -0.575 0.744 2.429
H: -0.795 0.778 4.223
H: -1.176 3.164 2.879
H: 0.039 4.224 3.572
H: -0.918 3.119 4.632
H: 1.875 3.411 2.423
H: 0.569 2.636 1.422
H: 2.643 0.890 2.636
H: 3.054 1.593 1.089
H: 1.013 0.797 0.239
C: 0.940 -3.450 -1.751
F: 1.599 -2.664 -2.536
F: 0.332 -2.754 -0.784
F: 0.025 -4.005 -2.513
S: 1.951 -4.796 -0.962
O: 2.232 -5.701 -2.019
O: 3.077 -4.081 -0.375
N: 0.896 -5.394 0.133
S: 1.634 -6.584 0.884
O: 2.036 -7.632 0.024
O: 2.637 -6.174 1.848
C: 0.251 -7.377 1.903
F: 0.780 -7.923 2.965
F: -0.653 -6.465 2.301
F: -0.331 -8.294 1.195
C: -3.845 0.397 2.677
F: -3.414 1.419 1.903
F: -4.996 -0.027 2.198
F: -2.949 -0.615 2.608
S: -4.087 0.989 4.430
O: -2.760 1.423 4.781
O: -5.100 1.958 4.341
N: -4.513 -0.434 5.052
S: -5.364 -0.197 6.387
O: -4.649 0.407 7.465
O: -6.683 0.298 6.160
C: -5.630 -1.940 6.959
F: -4.486 -2.531 7.291
F: -6.359 -1.884 8.029
F: -6.223 -2.690 6.035
C: -4.914 -5.347 -6.747
F: -6.034 -5.723 -6.121
F: -3.926 -6.175 -6.384
F: -5.048 -5.413 -8.097
S: -4.457 -3.622 -6.254
O: -3.107 -3.473 -6.699
O: -5.413 -2.753 -6.847
N: -4.581 -3.784 -4.635
S: -3.314 -3.162 -3.957
O: -2.157 -4.016 -3.982
O: -3.103 -1.755 -4.184
C: -3.843 -3.282 -2.181
F: -4.309 -4.478 -1.933
F: -2.843 -3.059 -1.309
F: -4.804 -2.407 -1.912

Summary:
lowest unoccupied orbital energy: -0.2703 Eh
electronic energy: -205837.872 eV
Kohn-Sham gap: 3.84 eV
strongest force on any atom: 3.1 eV/A
net charge: +2

=====

# 2
Density functional theory data (wB97M-V/def2-TZVPD) for a structure of composition C47H70Cl46F5N2O6PSi in a non-equilibrium geometry.

CARTESIAN COORDINATES (ANGSTROEM)
C: 1.763 3.841 2.806
C: 0.356 3.341 3.080
P: -0.312 1.664 2.465
O: -0.727 2.239 0.890
C: -0.934 3.666 0.754
O: 0.011 4.413 0.114
C: -2.303 4.520 1.147
C: -3.565 4.313 0.069
C: -5.047 5.006 0.241
C: -5.255 5.958 1.579
C: -3.991 6.206 2.641
C: -2.491 5.495 2.444
C: -2.172 1.097 2.627
O: -3.197 1.944 2.825
N: -2.587 -0.383 2.476
C: -4.115 -0.436 2.570
O: -4.869 -0.224 1.472
F: -4.763 -0.694 3.883
N: -0.039 0.952 4.050
C: -1.053 1.295 5.103
O: -1.527 0.252 5.843
F: -1.558 2.631 5.484
C: 1.362 0.960 4.567
O: 1.793 1.867 5.491
F: 2.417 -0.086 4.285
C: 0.803 0.359 1.540
F: 0.410 0.406 0.077
F: 2.252 0.786 1.510
C: 0.560 -1.184 1.985
C: 0.018 -2.167 0.744
Si: -0.464 -3.948 1.379
C: 1.095 -5.021 1.855
C: -1.241 -4.846 -0.185
C: -1.836 -3.958 2.727
C: -1.749 -3.241 4.213
C: -2.970 -3.340 5.345
C: -4.378 -4.172 5.051
C: -4.487 -4.884 3.551
C: -3.256 -4.790 2.427
H: 2.298 3.626 1.787
H: 2.348 4.477 3.606
H: -0.304 4.034 3.751
H: -3.415 3.632 -0.893
H: -5.860 4.792 -0.574
H: -6.317 6.433 1.737
H: -4.183 6.900 3.588
H: -1.610 5.683 3.191
H: -2.394 -0.584 1.449
H: 1.626 -1.639 2.270
H: -0.177 -1.376 2.866
H: 0.847 -2.288 -0.075
H: -0.981 -1.738 0.250
H: 0.727 -6.148 1.923
H: 1.852 -4.897 0.954
H: 1.528 -4.635 2.884
H: -2.269 -4.290 -0.389
H: -0.567 -4.697 -1.131
H: -1.512 -5.977 0.036
H: -0.781 -2.656 4.534
H: -2.902 -2.826 6.409
H: -5.243 -4.275 5.832
H: -5.454 -5.510 3.274
H: -3.463 -5.372 1.419
C: -1.235 -1.996 -2.976
Cl: -2.177 -1.887 -1.484
Cl: 0.434 -1.478 -2.714
H: -1.236 -3.033 -3.322
H: -1.692 -1.355 -3.733
C: 1.728 -4.134 -5.519
Cl: 0.676 -2.796 -5.995
Cl: 1.181 -4.866 -4.005
H: 1.717 -4.892 -6.305
H: 2.745 -3.757 -5.385
C: 1.525 -5.901 6.021
Cl: 2.180 -4.292 5.691
Cl: 0.076 -6.208 5.055
H: 2.281 -6.650 5.775
H: 1.267 -5.970 7.080
C: 3.330 5.917 0.343
Cl: 4.514 5.282 1.491
Cl: 3.381 7.683 0.286
H: 3.551 5.523 -0.652
H: 2.330 5.600 0.651
C: 3.721 -7.699 -4.396
Cl: 4.376 -6.090 -4.726
Cl: 2.273 -8.005 -5.362
H: 4.478 -8.448 -4.642
H: 3.464 -7.768 -3.337
C: -6.790 5.877 -3.735
Cl: -7.732 5.987 -2.243
Cl: -5.121 6.396 -3.472
H: -6.791 4.841 -4.081
H: -7.247 6.519 -4.492
C: 3.494 7.113 -3.909
Cl: 2.788 8.730 -3.798
Cl: 2.629 5.969 -2.876
H: 3.437 6.770 -4.945
H: 4.539 7.159 -3.593
C: 1.989 -8.532 -9.353
Cl: 0.230 -8.643 -9.208
Cl: 2.580 -6.981 -8.746
H: 2.445 -9.338 -8.773
H: 2.266 -8.632 -10.405
C: 7.319 2.418 1.868
Cl: 5.629 1.907 1.962
Cl: 8.307 1.202 1.050
H: 7.376 3.357 1.312
H: 7.702 2.566 2.881
C: 7.882 -2.384 1.946
Cl: 6.193 -2.895 2.039
Cl: 8.870 -3.600 1.127
H: 7.940 -1.445 1.390
H: 8.266 -2.237 2.959
C: -7.464 -4.143 7.755
Cl: -7.222 -5.098 9.222
Cl: -7.046 -5.076 6.313
H: -8.513 -3.844 7.693
H: -6.829 -3.254 7.800
C: -11.266 -4.097 5.753
Cl: -10.563 -3.066 7.005
Cl: -10.600 -3.710 4.162
H: -11.045 -5.141 5.987
H: -12.348 -3.944 5.733
C: 4.975 -9.353 -12.313
Cl: 4.269 -7.736 -12.202
Cl: 4.110 -10.497 -11.280
H: 4.918 -9.695 -13.349
H: 6.020 -9.307 -11.997
C: 5.580 -12.498 -8.643
Cl: 4.638 -12.388 -7.151
Cl: 7.249 -11.979 -8.381
H: 5.579 -13.534 -8.989
H: 5.123 -11.856 -9.400
C: -6.348 -8.247 7.769
Cl: -8.037 -8.758 7.862
Cl: -5.360 -9.463 6.950
H: -6.290 -7.308 7.212
H: -5.964 -8.100 8.781
C: 7.879 6.236 -4.189
Cl: 6.759 7.028 -3.074
Cl: 7.433 6.553 -5.870
H: 8.887 6.616 -4.011
H: 7.854 5.158 -4.012
C: 4.341 7.529 -7.868
Cl: 3.635 9.146 -7.757
Cl: 3.476 6.385 -6.835
H: 4.284 7.186 -8.904
H: 5.386 7.575 -7.552
C: -6.762 9.779 -3.710
Cl: -6.107 11.388 -4.040
Cl: -8.210 9.472 -4.676
H: -6.005 9.030 -3.956
H: -7.019 9.710 -2.650
C: 8.923 9.857 -0.724
Cl: 7.233 9.346 -0.631
Cl: 9.911 8.641 -1.543
H: 8.981 10.795 -1.281
H: 9.307 10.004 0.288
C: 2.017 -9.535 4.063
Cl: 2.137 -8.270 2.835
Cl: 3.434 -9.531 5.121
H: 1.123 -9.362 4.667
H: 1.945 -10.507 3.568
C: -0.346 9.567 -1.867
Cl: -1.051 11.184 -1.756
Cl: -1.211 8.423 -0.834
H: -0.403 9.224 -2.903
H: 0.699 9.612 -1.551
C: -7.845 2.792 0.923
Cl: -7.190 4.400 0.594
Cl: -9.294 2.485 -0.042
H: -7.089 2.043 0.678
H: -8.102 2.723 1.983
C: 2.976 10.703 2.627
Cl: 3.631 12.311 2.298
Cl: 1.528 10.396 1.662
H: 3.733 9.953 2.382
H: 2.719 10.634 3.687

Summary:
lowest unoccupied orbital energy: -0.0659 Eh
electronic energy: -671893.391 eV
Kohn-Sham gap: 6.32 eV
strongest force on any atom: 10.1 eV/A

=====

# 3
Density functional theory data (wB97M-V/def2-TZVPD) for a structure of composition C47H73IrN8O5PSSi in a non-equilibrium geometry.

CARTESIAN COORDINATES (ANGSTROEM)
Ir: 0.026 1.648 -0.227
O: -0.211 1.264 1.745
C: 0.545 1.395 2.831
C: 0.013 0.910 4.035
C: 0.716 1.046 5.213
C: 1.965 1.669 5.228
C: 2.500 2.128 4.047
C: 1.813 1.986 2.833
C: 2.408 2.417 1.577
N: 1.954 2.241 0.338
C: 2.894 2.794 -0.515
C: 3.912 3.307 0.208
N: 3.588 3.065 1.519
H: -0.957 0.430 4.010
H: 0.291 0.668 6.133
H: 2.511 1.780 6.154
H: 3.473 2.605 4.075
H: 2.786 2.771 -1.576
H: 4.818 3.807 -0.083
H: 4.144 3.321 2.317
C: 6.139 0.635 -0.418
C: 5.413 0.495 -1.590
C: 4.077 0.140 -1.499
N: 3.475 -0.076 -0.334
C: 4.164 0.072 0.793
C: 5.503 0.427 0.797
H: 7.189 0.897 -0.451
H: 5.871 0.645 -2.558
H: 3.472 0.003 -2.389
H: 3.622 -0.131 1.712
H: 6.039 0.510 1.733
N: 1.081 0.069 -4.080
C: 1.633 1.300 -4.323
C: 1.392 2.026 -3.208
N: 0.699 1.260 -2.274
C: 0.531 0.080 -2.864
H: 1.068 -0.721 -4.705
H: 2.134 1.547 -5.241
H: 1.629 3.055 -3.055
H: 0.088 -0.800 -2.446
C: -0.545 6.909 1.425
N: -0.363 5.822 0.480
C: -0.175 5.989 -0.938
C: -0.067 4.558 -1.410
O: 0.045 4.240 -2.562
N: -0.201 3.705 -0.309
C: -0.403 4.523 0.769
N: -0.606 4.088 1.995
H: -0.069 7.799 1.020
H: -0.058 6.676 2.372
H: -1.601 7.122 1.595
H: 0.726 6.552 -1.184
H: -1.034 6.465 -1.416
H: -0.718 3.091 2.126
H: -0.937 4.709 2.714
C: -2.515 1.916 -3.147
C: -3.308 2.297 -1.891
C: -3.164 3.795 -1.613
C: -4.801 2.139 -2.229
P: -2.543 1.333 -0.411
C: -3.518 1.854 1.074
C: -2.970 1.995 2.348
C: -3.748 2.323 3.449
C: -5.112 2.514 3.309
C: -5.688 2.336 2.062
C: -4.906 2.003 0.966
C: -3.023 -0.489 -0.465
C: -2.197 -1.202 -1.507
C: -4.492 -0.816 -0.734
C: -2.652 -1.044 0.917
H: -2.706 2.668 -3.915
H: -2.836 0.953 -3.544
H: -1.441 1.893 -2.977
H: -3.576 4.343 -2.463
H: -2.137 4.078 -1.506
H: -3.716 4.091 -0.717
H: -4.938 2.602 -3.210
H: -5.441 2.685 -1.546
H: -5.153 1.119 -2.310
H: -1.938 1.748 2.497
H: -3.284 2.404 4.424
H: -5.725 2.767 4.164
H: -6.757 2.446 1.935
H: -5.406 1.844 0.032
H: -2.423 -0.885 -2.526
H: -2.384 -2.267 -1.428
H: -1.150 -1.051 -1.293
H: -4.779 -0.617 -1.761
H: -5.186 -0.321 -0.057
H: -4.608 -1.892 -0.577
H: -1.622 -0.806 1.195
H: -2.739 -2.133 0.885
H: -3.313 -0.667 1.697
C: 0.143 -5.531 -1.874
C: -0.586 -4.274 -2.311
C: -0.448 -4.066 -3.810
C: -2.052 -4.382 -1.912
O: 0.016 -3.081 -1.701
Si: 0.733 -2.945 -0.239
S: 1.021 -0.777 0.117
O: -0.314 -3.407 0.895
C: -0.272 -3.801 2.292
C: -1.544 -4.604 2.511
C: -0.264 -2.544 3.150
C: 0.957 -4.651 2.576
O: 2.106 -3.771 -0.060
C: 3.385 -4.060 -0.679
C: 3.555 -5.573 -0.715
C: 4.463 -3.486 0.223
C: 3.420 -3.470 -2.080
H: -0.244 -6.389 -2.424
H: 0.007 -5.722 -0.807
H: 1.203 -5.447 -2.081
H: -0.938 -4.874 -4.353
H: 0.603 -4.045 -4.104
H: -0.918 -3.124 -4.102
H: -2.435 -5.359 -2.208
H: -2.665 -3.630 -2.407
H: -2.162 -4.288 -0.830
H: -2.414 -4.029 2.190
H: -1.661 -4.846 3.568
H: -1.515 -5.536 1.947
H: -1.169 -1.960 2.981
H: 0.601 -1.921 2.917
H: -0.221 -2.816 4.206
H: 1.013 -5.493 1.886
H: 0.898 -5.040 3.592
H: 1.875 -4.070 2.478
H: 3.376 -5.991 0.276
H: 4.576 -5.818 -1.010
H: 2.883 -6.054 -1.420
H: 4.494 -4.035 1.166
H: 4.261 -2.448 0.442
H: 5.441 -3.567 -0.253
H: 2.637 -3.907 -2.701
H: 4.384 -3.670 -2.550
H: 3.265 -2.392 -2.044

Summary:
lowest unoccupied orbital energy (spin up / spin down): -0.1723 / -0.2277 Eh
electronic energy: -102917.911 eV
Kohn-Sham gap (spin up / spin down): 7.87 / 6.38 eV
strongest force on any atom: 1.6 eV/A
multiplicity: 2
net charge: +2

=====

Question: Which of these has the highest strongest force on any atom?
Answer: C47H70Cl46F5N2O6PSi